# 1
Computed, not measured: a structure of composition C23H28Br15N3S3 at a distorted geometry, with the ωB97M-V functional and the def2-TZVPD basis.

Geometry (Å):
C1 1.056 -4.303 3.377
C2 0.821 -2.733 3.684
S1 0.619 -1.822 2.048
C3 -0.129 -0.156 2.524
C4 0.850 1.072 2.244
C5 0.574 2.274 1.317
C6 -0.800 2.367 0.508
C7 -1.169 1.059 -0.352
C8 -2.671 0.523 -0.177
C9 -3.795 1.661 -0.028
N1 -4.421 1.466 1.337
C10 -5.795 1.082 1.595
C11 -6.118 0.914 3.104
C12 -4.766 1.273 3.830
C13 -3.790 1.606 2.644
C14 1.690 3.415 1.217
S2 1.492 4.914 0.107
C15 3.030 3.382 2.028
C16 4.111 4.588 1.927
C17 3.364 2.167 2.980
N2 4.531 1.965 3.795
S3 4.212 0.472 4.585
N3 2.689 0.060 3.955
C18 2.228 1.070 3.030
H1 2.155 -4.569 3.559
H2 0.820 -4.453 2.260
H3 0.328 -4.987 3.946
H4 1.706 -2.345 4.299
H5 -0.160 -2.577 4.258
H6 -0.268 -0.211 3.672
H7 -1.186 -0.029 2.090
H8 -1.610 2.710 1.240
H9 -0.684 3.234 -0.253
H10 -0.470 0.164 -0.111
H11 -0.967 1.294 -1.465
H12 -2.923 -0.055 -1.153
H13 -2.807 -0.251 0.665
H14 -3.423 2.734 -0.150
H15 -4.676 1.539 -0.768
H16 -6.582 0.902 0.781
H17 -7.094 0.626 3.616
H18 -4.546 1.269 4.952
H19 -2.706 1.916 2.878
H20 2.083 4.601 -1.132
H21 5.071 4.204 2.414
H22 4.242 4.980 0.866
H23 3.716 5.426 2.624
C19 2.657 -7.741 2.110
Br1 3.469 -9.417 1.567
Br2 2.971 -6.333 0.812
Br3 0.768 -7.951 2.507
H24 3.144 -7.436 3.035
C20 -5.726 2.874 -3.921
Br4 -6.815 2.314 -2.416
Br5 -5.562 4.805 -4.012
Br6 -3.991 2.002 -3.926
H25 -6.244 2.556 -4.824
C21 5.422 -3.617 -1.887
Br7 4.508 -3.267 -0.212
Br8 6.169 -5.407 -1.940
Br9 4.281 -3.266 -3.417
H26 6.257 -2.921 -1.946
C22 -0.029 0.684 -5.258
Br10 -1.107 0.114 -3.749
Br11 0.124 2.615 -5.347
Br12 1.707 -0.179 -5.270
H27 -0.550 0.364 -6.160
C23 2.113 -1.025 -9.359
Br13 0.431 -1.524 -8.527
Br14 2.736 0.709 -8.750
Br15 3.464 -2.398 -9.132
H28 1.925 -0.938 -10.428

Calculated values
HOMO energy: -7.7401 eV
largest force on an atom: 5.68 eV/A
orbital gap: 6.572 eV

Mulliken population analysis, charges in e, atoms 1 to 5: number 1, C, carries -0.78; number 2, C, carries -0.19; number 3, S, carries -0.08; number 4, C, carries -0.72; number 5, C, carries 0.04

***

# 2
Computed, not measured: a structure of composition C23H28BrF2N5O2Pt, with the ωB97M-V functional and the def2-TZVPD basis.

Geometry (Å):
Pt1 0.380 -0.267 -2.341
C1 -1.822 0.451 -4.533
O1 -1.204 0.835 -3.265
C2 -1.954 1.698 -2.455
C3 -2.997 2.439 -2.973
C4 -3.707 3.268 -2.111
Br1 -5.117 4.283 -2.807
C5 -3.398 3.349 -0.771
C6 -2.343 2.605 -0.244
C7 -1.619 1.786 -1.106
O2 -0.474 1.051 -0.634
C8 -2.068 2.770 1.193
N1 -2.576 3.722 1.911
C9 -2.107 3.499 3.201
C10 -2.344 4.223 4.370
C11 -1.753 3.773 5.530
C12 -0.939 2.626 5.544
C13 -0.695 1.898 4.396
C14 -1.297 2.363 3.230
N2 -1.291 1.903 1.923
H1 -2.860 0.189 -4.342
H2 -1.298 -0.424 -4.900
H3 -1.739 1.282 -5.229
H4 -3.271 2.409 -4.016
H5 -3.955 3.990 -0.103
H6 0.266 1.682 -0.641
H7 -2.971 5.103 4.356
H8 -1.914 4.309 6.455
H9 -0.492 2.311 6.477
H10 -0.057 1.022 4.416
H11 -0.828 1.111 1.537
F1 0.208 -2.037 -4.468
C15 0.973 -0.979 -4.085
F2 2.266 -1.381 -4.145
H12 0.852 -0.176 -4.821
C16 5.261 -3.976 -2.006
C17 4.070 -3.100 -1.803
C18 4.201 -1.748 -1.498
C19 3.082 -0.966 -1.353
N3 1.821 -1.454 -1.464
C20 1.696 -2.783 -1.733
C21 2.775 -3.611 -1.897
H13 6.168 -3.398 -2.157
H14 5.112 -4.640 -2.858
H15 5.400 -4.607 -1.125
H16 5.178 -1.294 -1.401
H17 3.164 0.089 -1.124
H18 0.684 -3.157 -1.812
H19 2.609 -4.655 -2.127
N4 1.018 -3.047 3.109
C22 -0.360 -2.572 3.024
C23 -0.534 -1.812 1.700
N5 0.768 -1.114 1.428
H20 1.361 -3.044 4.061
H21 1.448 -1.683 2.003
H22 1.121 -3.992 2.758
H23 -0.554 -1.894 3.854
H24 -1.106 -3.365 3.073
H25 -1.340 -1.084 1.763
H26 -0.734 -2.472 0.858
H27 1.047 -1.156 0.436
H28 0.789 -0.149 1.742

Calculated values
HOMO energy: -13.0599 eV
relative energy (zero: lowest compared OMol25 entry of this formula, charge and spin): 284.4 kJ/mol
total charge: +2
largest force on an atom: 0.78 eV/A
orbital gap: 6.852 eV

Mulliken population analysis, charges in e, atoms 1 to 5: number 1, Pt, carries 0.62; number 2, C, carries -0.96; number 3, O, carries -0.39; number 4, C, carries 0.90; number 5, C, carries -0.17

***

# 3
Computed, not measured: a structure of composition C23H28CeN4O7S2 at a distorted geometry, with the ωB97M-V functional and the def2-TZVPD basis.

Geometry (Å):
Ce1 1.367 -0.603 0.319
O1 4.209 0.625 -3.061
C1 3.357 0.480 -2.071
O2 2.891 -0.589 -1.700
C2 2.954 1.810 -1.521
C3 3.306 3.072 -1.971
C4 2.913 4.180 -1.217
C5 2.174 3.978 -0.069
C6 1.811 2.690 0.299
N1 2.163 1.640 -0.452
C7 0.805 2.403 1.386
O3 0.211 3.310 1.894
O4 0.620 1.046 1.465
H1 4.550 -0.242 -3.391
H2 3.976 3.202 -2.815
H3 3.324 5.118 -1.463
H4 1.814 4.823 0.508
O5 1.881 -3.067 0.150
S1 1.975 -3.502 1.591
O6 1.118 -4.614 1.959
N2 1.886 -2.033 2.239
C8 3.143 -1.518 2.286
O7 3.242 -0.310 1.992
C9 4.268 -2.493 2.200
C10 5.621 -2.286 2.321
C11 6.409 -3.446 2.335
C12 5.808 -4.680 2.208
C13 4.427 -4.920 2.089
C14 3.648 -3.768 2.070
H5 6.030 -1.272 2.545
H6 7.489 -3.326 2.379
H7 6.519 -5.501 2.225
H8 4.111 -5.963 2.063
C15 -5.078 1.959 -2.271
C16 -4.145 2.895 -3.100
C17 -2.926 3.529 -2.418
C18 -1.832 2.467 -2.080
N3 -2.173 1.758 -0.799
C19 -1.798 0.565 -0.424
S2 -0.564 -0.239 -1.376
N4 -2.417 -0.106 0.515
C20 -2.082 -1.396 1.009
C21 -3.139 -1.918 1.914
C22 -4.406 -2.464 1.223
C23 -5.411 -1.389 0.668
H9 -5.715 1.512 -3.001
H10 -5.662 2.600 -1.470
H11 -4.532 1.118 -1.808
H12 -4.737 3.787 -3.451
H13 -3.889 2.404 -3.976
H14 -3.195 4.161 -1.556
H15 -2.405 4.192 -3.097
H16 -0.901 3.004 -1.967
H17 -1.785 1.760 -2.912
H18 -2.786 2.388 -0.205
H19 -3.211 0.308 0.938
H20 -1.202 -1.333 1.625
H21 -1.900 -2.185 0.196
H22 -3.431 -1.261 2.693
H23 -2.783 -2.741 2.472
H24 -4.879 -3.077 1.958
H25 -4.095 -3.119 0.406
H26 -5.830 -0.783 1.491
H27 -6.213 -1.899 0.072
H28 -4.898 -0.738 -0.060

Calculated values
HOMO energy (alpha / beta): -15.2295 / -15.2295 eV
relative energy (zero: lowest compared OMol25 entry of this formula, charge and spin): 19.5 kJ/mol
total charge: +2
largest force on an atom: 3.21 eV/A
orbital gap (alpha / beta): 7.017 / 7.016 eV

Mulliken population analysis, charges in e, atoms 1 to 5: number 1, Ce, carries 0.73; number 2, O, carries -0.40; number 3, C, carries 0.38; number 4, O, carries -0.49; number 5, C, carries 0.52

***

# 4
Computed, not measured: a cluster of 3 separate species, C23H28F2N5O2S2 in total at a distorted geometry, with the ωB97M-V functional and the def2-TZVPD basis.

Geometry (Å):
C1 2.769 2.315 0.325
C2 3.046 1.309 -0.767
C3 3.812 0.176 -0.516
C4 4.057 -0.752 -1.503
C5 3.587 -0.589 -2.791
C6 2.819 0.534 -3.054
C7 2.541 1.465 -2.058
C8 1.651 2.636 -2.462
C9 0.212 2.311 -2.109
C10 -0.195 1.006 -1.878
C11 -1.534 0.836 -1.531
C12 -2.002 -0.583 -1.224
C13 -1.842 -1.462 -2.468
F1 -1.138 -1.041 -0.239
N1 -2.457 1.757 -1.432
N2 -2.066 2.992 -1.655
N3 -3.087 3.956 -1.514
C14 -3.611 4.225 -2.619
S1 -4.009 4.839 -3.952
C15 -0.806 3.272 -1.955
S2 -0.301 5.004 -2.209
O1 -1.363 5.911 -2.008
O2 0.362 5.045 -3.455
F2 0.723 5.206 -1.070
H1 3.593 2.371 1.031
H2 2.554 3.299 -0.085
H3 1.872 2.001 0.870
H4 4.179 0.053 0.495
H5 4.638 -1.631 -1.260
H6 3.772 -1.303 -3.580
H7 2.415 0.689 -4.050
H8 1.722 2.770 -3.541
H9 2.006 3.527 -1.959
H10 0.507 0.188 -1.963
H11 -3.023 -0.564 -0.851
H12 -2.611 -2.229 -2.507
H13 -1.848 -0.857 -3.374
H14 -0.884 -1.984 -2.432
C16 0.690 -4.834 2.744
C17 -0.315 -4.197 1.794
C18 0.194 -4.112 0.350
C19 1.411 -3.296 0.275
N4 2.374 -2.673 0.217
H15 1.608 -4.247 2.808
H16 0.271 -4.897 3.747
H17 0.951 -5.844 2.421
H18 -0.561 -3.196 2.154
H19 -1.238 -4.778 1.808
H20 -0.563 -3.663 -0.291
H21 0.418 -5.107 -0.038
C20 -1.257 0.383 4.819
C21 -1.966 0.019 3.520
C22 -3.063 -1.035 3.713
C23 -2.501 -2.281 4.243
N5 -2.061 -3.256 4.657
H22 -0.743 -0.478 5.247
H23 -0.507 1.154 4.642
H24 -1.963 0.762 5.559
H25 -1.231 -0.348 2.798
H26 -2.417 0.917 3.091
H27 -3.552 -1.253 2.763
H28 -3.824 -0.674 4.406

Calculated values
HOMO energy: -11.8152 eV
total charge: +1
largest force on an atom: 2.14 eV/A
orbital gap: 6.500 eV

Mulliken population analysis, charges in e, atoms 1 to 5: number 1, C, carries -1.77; number 2, C, carries 1.47; number 3, C, carries -0.54; number 4, C, carries -0.52; number 5, C, carries -0.88